No. 1
{"formula": "C29H33N7O2RuS2", "method": "ωB97M-V/def2-TZVPD", "homo_lumo_gap_ha": [0.242, 0.168], "multiplicity": 5, "total_charge": 4, "lumo_ev": [-11.830, -13.859], "symbols": ["Ru", "C", "O", "C", "N", "C", "C", "C", "C", "C", "C", "C", "C", "C", "C", "C", "C", "N", "C", "N", "C", "C", "O", "C", "C", "C", "C", "C", "C", "H", "H", "H", "H", "H", "H", "H", "H", "H", "H", "H", "H", "H", "H", "H", "H", "H", "H", "H", "S", "C", "N", "C", "C", "C", "N", "H", "H", "H", "H", "H", "H", "H", "H", "C", "N", "C", "N", "S", "H", "H", "H", "H", "H", "H"], "xyz": [[11.171, 14.164, 10.886], [15.169, 12.240, 11.835], [14.312, 12.528, 13.029], [13.259, 13.115, 12.600], [13.096, 13.358, 11.315], [14.406, 12.900, 10.679], [14.224, 12.013, 9.491], [15.206, 11.064, 9.236], [15.249, 10.365, 8.039], [14.280, 10.636, 7.089], [13.262, 11.576, 7.327], [13.243, 12.241, 8.522], [12.198, 13.479, 13.543], [12.270, 13.563, 14.923], [11.093, 13.831, 15.608], [9.876, 13.908, 14.936], [9.904, 13.830, 13.533], [11.061, 13.657, 12.877], [8.819, 13.818, 12.505], [9.180, 13.944, 11.234], [7.968, 13.631, 10.426], [6.835, 13.847, 11.460], [7.597, 13.611, 12.764], [7.790, 14.223, 9.054], [8.806, 14.030, 8.110], [8.615, 14.408, 6.785], [7.400, 14.996, 6.412], [6.394, 15.149, 7.347], [6.580, 14.808, 8.667], [15.244, 11.137, 11.831], [16.133, 12.674, 12.046], [14.928, 13.838, 10.444], [16.012, 10.973, 9.956], [16.078, 9.685, 7.894], [14.305, 10.140, 6.121], [12.470, 11.722, 6.580], [12.392, 12.974, 8.687], [13.241, 13.519, 15.399], [11.174, 13.979, 16.674], [8.948, 14.069, 15.479], [8.076, 12.554, 10.309], [6.085, 13.081, 11.430], [6.419, 14.850, 11.542], [9.711, 13.466, 8.386], [9.384, 14.283, 6.029], [7.270, 15.286, 5.377], [5.493, 15.662, 7.058], [5.779, 15.003, 9.351], [11.189, 15.720, 9.288], [12.836, 16.208, 9.479], [13.093, 16.965, 10.529], [14.446, 17.531, 10.711], [14.995, 17.854, 9.322], [14.992, 16.615, 8.469], [13.722, 15.910, 8.546], [12.343, 17.438, 11.007], [15.059, 16.858, 11.330], [14.298, 18.446, 11.242], [15.987, 18.286, 9.376], [14.323, 18.577, 8.880], [15.810, 15.972, 8.727], [15.141, 16.848, 7.391], [13.427, 15.377, 7.742], [11.177, 6.384, 11.125], [10.387, 7.597, 11.369], [10.186, 8.501, 10.423], [10.458, 8.265, 9.169], [9.842, 10.116, 11.019], [11.664, 6.113, 12.064], [11.971, 6.584, 10.411], [10.579, 5.545, 10.757], [10.013, 7.732, 12.306], [10.485, 7.313, 8.809], [10.461, 9.035, 8.529]], "atomic_forces_ev_per_a": [[-0.1, -1.1, 1.1], [-0.5, -0.7, 0.9], [0.6, 0.1, -0.3], [-0.4, 0.6, -0.8], [0.9, -0.3, 0.7], [-0.7, 0.4, 0.3], [0.2, 0.1, -0.6], [0.1, 0.5, 0.3], [-0.1, 0.3, 0.2], [-0.3, -0.1, -0.6], [0.1, -1.0, -0.7], [-1.3, 1.3, 0.8], [0.0, -0.3, 0.2], [0.2, 0.3, -0.6], [0.3, 0.0, 0.2], [-0.4, 0.1, -0.8], [-0.1, -0.3, 0.3], [-0.3, 0.1, 0.6], [1.1, 0.4, -0.4], [0.0, 0.7, 0.2], [-0.6, -0.3, 0.4], [1.0, -0.2, 0.2], [-1.0, 0.3, -0.2], [0.1, 0.2, 0.1], [-0.1, -0.5, -0.2], [-0.3, 0.4, 0.1], [0.7, -0.5, -0.1], [0.0, 0.9, -0.5], [0.8, -0.4, 0.1], [-0.1, 0.7, -0.2], [0.2, 0.1, 0.0], [-0.1, -0.2, -0.4], [0.0, -0.3, -0.2], [-0.2, -0.1, -0.3], [0.0, 0.0, 0.2], [0.5, 0.0, 0.3], [1.1, -0.7, -0.1], [-0.1, -0.2, 0.2], [-0.4, 0.0, 0.2], [0.1, -0.1, -0.2], [-0.3, -0.4, -0.2], [-0.4, -0.2, 0.0], [0.1, 0.0, -0.1], [-0.3, 0.3, -0.1], [0.0, -0.1, 0.2], [-0.2, 0.1, 0.1], [-0.3, -0.1, -0.1], [-0.2, 0.0, 0.4], [-1.0, -0.2, -0.7], [0.1, 0.4, -0.5], [1.2, -0.1, 0.0], [0.1, 0.0, -0.2], [-0.3, -0.3, 0.3], [0.8, 0.4, -1.5], [-0.4, 0.3, 1.0], [-0.3, -0.3, 0.0], [-0.1, 0.1, -0.4], [0.1, 0.5, 0.5], [0.1, 0.0, 0.0], [-0.1, 0.4, -0.1], [0.4, -0.6, 0.3], [-0.1, 0.1, 0.7], [-0.1, -0.2, 0.1], [0.2, -0.4, 0.3], [0.0, -0.2, -0.3], [0.3, 0.2, 1.5], [-0.2, -0.3, -0.5], [-0.1, -0.4, -0.3], [-0.2, -0.1, -0.1], [0.0, 0.2, -0.2], [-0.1, 0.2, 0.2], [0.0, 0.2, -0.4], [0.1, 0.3, 0.0], [0.0, 0.1, -0.4]]}


No. 2
{"formula": "C29H33N8SSr", "method": "ωB97M-V/def2-TZVPD", "homo_lumo_gap_ha": 0.270, "de_lowest_kcal_mol": 0.0, "multiplicity": 1, "total_charge": 1, "lumo_ev": -2.289, "symbols": ["Sr", "C", "C", "C", "C", "C", "C", "C", "N", "N", "C", "C", "C", "C", "C", "C", "N", "C", "C", "C", "C", "C", "C", "N", "H", "H", "H", "H", "H", "H", "H", "H", "H", "H", "H", "H", "H", "H", "H", "H", "H", "H", "H", "H", "C", "C", "N", "C", "S", "N", "N", "C", "C", "C", "C", "C", "C", "C", "N", "H", "H", "H", "H", "H", "H", "H", "H", "H", "H", "H", "H", "H"], "xyz": [[-0.177, 0.014, 0.735], [-1.555, -0.392, 3.719], [-2.262, 0.861, 3.122], [-3.290, 0.484, 2.072], [-4.644, 0.679, 2.286], [-5.542, 0.288, 1.306], [-5.059, -0.292, 0.147], [-3.690, -0.450, 0.012], [-2.814, -0.066, 0.945], [-0.189, -0.653, 3.193], [0.130, -2.100, 3.235], [-0.710, -2.933, 2.277], [-1.280, -4.125, 2.689], [-1.980, -4.891, 1.768], [-2.088, -4.440, 0.465], [-1.498, -3.231, 0.138], [-0.821, -2.486, 1.015], [0.842, 0.140, 3.905], [1.011, 1.571, 3.409], [1.002, 2.639, 4.286], [1.246, 3.913, 3.790], [1.483, 4.076, 2.438], [1.459, 2.956, 1.623], [1.232, 1.724, 2.091], [-2.167, -1.263, 3.486], [-1.505, -0.326, 4.811], [-1.539, 1.560, 2.683], [-2.750, 1.409, 3.926], [-4.985, 1.139, 3.204], [-6.605, 0.435, 1.448], [-5.722, -0.611, -0.646], [-3.270, -0.868, -0.897], [0.036, -2.501, 4.251], [1.177, -2.218, 2.944], [-1.175, -4.448, 3.717], [-2.435, -5.827, 2.067], [-2.622, -5.004, -0.287], [-1.568, -2.837, -0.871], [1.802, -0.360, 3.762], [0.645, 0.147, 4.982], [0.814, 2.474, 5.339], [1.247, 4.768, 4.455], [1.675, 5.049, 2.010], [1.602, 3.042, 0.554], [-4.666, 3.238, -3.380], [-3.691, 3.021, -2.238], [-2.905, 1.831, -2.516], [-1.809, 1.405, -1.866], [-1.190, 2.385, -0.567], [-1.342, 0.255, -2.392], [-0.294, -0.282, -1.710], [0.351, -1.254, -2.252], [0.078, -1.778, -3.626], [1.472, -1.850, -1.450], [2.163, -2.957, -1.926], [3.224, -3.467, -1.193], [3.582, -2.861, -0.002], [2.839, -1.767, 0.408], [1.812, -1.274, -0.280], [-5.310, 4.092, -3.177], [-5.310, 2.365, -3.518], [-4.140, 3.428, -4.317], [-4.223, 2.913, -1.289], [-3.021, 3.872, -2.123], [-3.201, 1.225, -3.267], [-0.657, -1.151, -4.117], [-0.305, -2.804, -3.600], [0.996, -1.797, -4.217], [1.878, -3.412, -2.864], [3.770, -4.327, -1.558], [4.414, -3.214, 0.590], [3.087, -1.252, 1.332]], "atomic_forces_ev_per_a": [[0.0, 0.7, -0.5], [0.2, 0.1, -0.2], [0.1, -0.3, 0.0], [0.3, 0.1, 0.0], [0.0, 0.0, 0.0], [-0.1, 0.0, 0.0], [0.0, 0.0, 0.0], [0.1, 0.1, 0.0], [-0.5, -0.2, 0.2], [-0.1, -0.2, 0.6], [-0.2, 0.2, 0.0], [0.1, 0.3, -0.1], [0.0, 0.0, 0.1], [0.0, -0.1, 0.0], [0.0, 0.0, 0.0], [0.1, 0.1, 0.0], [-0.1, -0.5, 0.3], [-0.2, 0.0, -0.1], [0.0, -0.3, -0.1], [0.0, 0.0, 0.0], [0.0, 0.0, 0.1], [0.0, 0.0, 0.0], [-0.1, -0.2, 0.0], [0.0, 0.2, 0.4], [0.0, 0.0, 0.0], [0.0, 0.1, 0.0], [-0.1, -0.1, 0.1], [0.0, 0.0, 0.0], [0.0, 0.0, 0.0], [0.0, 0.0, 0.0], [0.0, 0.0, 0.0], [0.0, 0.0, 0.0], [0.0, 0.0, 0.0], [0.0, 0.0, 0.0], [0.0, 0.0, 0.0], [0.0, 0.0, 0.0], [0.0, 0.0, 0.0], [0.0, 0.0, 0.0], [0.0, 0.0, 0.0], [0.0, 0.0, 0.0], [0.0, 0.0, 0.0], [0.0, 0.0, 0.0], [0.0, 0.0, 0.0], [0.0, 0.0, 0.0], [-0.1, 0.1, 0.0], [0.1, -0.1, -0.1], [-0.1, 0.1, 0.1], [0.2, -0.1, -0.1], [-0.1, -0.1, -0.4], [0.2, 0.1, 0.5], [-0.2, 0.1, -0.7], [0.4, -0.2, 0.2], [0.0, -0.1, -0.1], [-0.3, 0.3, -0.2], [0.1, -0.1, 0.0], [0.0, -0.1, -0.1], [0.0, 0.1, 0.1], [-0.1, 0.0, -0.1], [0.1, -0.2, -0.2], [0.0, 0.0, 0.0], [0.0, 0.0, 0.0], [0.0, 0.0, 0.0], [0.0, -0.1, 0.0], [0.0, 0.0, 0.0], [0.0, 0.0, 0.0], [0.0, 0.0, 0.0], [0.0, 0.0, 0.0], [0.0, 0.0, 0.0], [0.0, 0.0, 0.0], [0.0, 0.0, 0.0], [0.0, 0.0, 0.0], [0.0, 0.0, 0.0]]}


No. 3
{"formula": "C29H34AuBO7", "method": "ωB97M-V/def2-TZVPD", "homo_lumo_gap_ha": [0.143, 0.122], "multiplicity": 3, "total_charge": -2, "lumo_ev": [3.785, 3.785], "symbols": ["C", "C", "C", "C", "H", "H", "C", "H", "H", "C", "H", "H", "C", "C", "C", "O", "O", "O", "O", "C", "H", "H", "H", "C", "H", "H", "H", "O", "H", "H", "C", "C", "H", "H", "H", "H", "H", "H", "Au", "C", "C", "C", "H", "C", "C", "H", "H", "H", "H", "C", "C", "C", "H", "C", "C", "H", "H", "H", "H", "O", "B", "O", "C", "C", "C", "C", "C", "C", "H", "H", "H", "H"], "xyz": [[0.177, -0.808, -4.234], [-0.011, -1.392, -2.791], [-0.231, 0.635, -4.208], [-0.983, 0.905, -2.876], [-0.885, 0.876, -5.049], [0.663, 1.272, -4.284], [-1.080, -0.545, -2.084], [0.937, -1.319, -2.231], [-0.266, -2.465, -2.912], [-1.320, -0.865, -0.520], [-2.008, -0.945, -2.535], [-2.035, 1.164, -3.079], [-0.359, 2.166, -2.410], [1.617, -1.020, -4.704], [-0.575, -1.543, -5.334], [-1.142, -0.983, -6.255], [2.590, -0.996, -3.964], [1.704, -1.219, -6.034], [-0.527, -2.879, -5.266], [-1.106, -3.485, -6.425], [-0.990, -4.551, -6.279], [-0.576, -3.141, -7.317], [-2.158, -3.197, -6.500], [3.050, -1.377, -6.508], [3.669, -0.511, -6.223], [2.968, -1.450, -7.597], [3.504, -2.293, -6.098], [-0.600, -0.202, 0.478], [-0.845, -1.809, -0.222], [-2.404, -0.882, -0.338], [-1.233, 3.012, -1.551], [1.066, 2.027, -1.940], [1.621, 2.721, -2.583], [1.529, 1.024, -2.016], [1.212, 2.330, -0.882], [-0.814, 3.190, -0.546], [-2.214, 2.548, -1.375], [-1.350, 3.951, -2.103], [-0.604, 1.283, 1.679], [-2.401, -0.898, 4.076], [-2.835, -0.914, 2.719], [-2.559, -2.208, 2.192], [-3.302, -0.089, 2.191], [-1.977, -2.990, 3.217], [-1.874, -2.185, 4.397], [-1.479, -2.486, 5.357], [-2.457, -0.050, 4.754], [-2.768, -2.533, 1.173], [-1.658, -4.031, 3.134], [2.441, -0.021, 2.249], [2.007, -0.703, 3.422], [1.437, -1.937, 3.021], [2.109, -0.326, 4.436], [1.502, -2.031, 1.615], [2.114, -0.847, 1.114], [2.337, -0.605, 0.069], [2.944, 0.958, 2.206], [1.023, -2.678, 3.688], [1.172, -2.862, 1.005], [-0.485, 1.405, 4.562], [-0.287, 2.159, 3.443], [0.142, 3.420, 3.697], [0.355, 3.411, 5.021], [0.799, 4.433, 5.799], [0.835, 4.189, 7.176], [0.454, 2.972, 7.711], [0.009, 1.919, 6.890], [-0.028, 2.189, 5.556], [1.086, 5.371, 5.342], [1.171, 4.990, 7.826], [0.489, 2.807, 8.786], [-0.309, 0.943, 7.268]], "atomic_forces_ev_per_a": [[0.4, -1.8, -0.2], [0.7, -0.1, 0.0], [-0.3, 0.5, 0.0], [-0.5, -0.3, -0.4], [0.3, -0.1, 0.0], [-0.3, -0.1, 0.1], [-0.6, -0.1, -0.8], [-0.2, -0.1, -0.4], [0.1, 0.6, 0.5], [2.0, 0.7, 0.8], [-0.1, 0.3, 0.2], [0.2, -0.2, -0.2], [0.0, -1.9, 3.1], [1.4, 0.4, 1.9], [-1.3, 0.8, -0.6], [0.2, -0.4, 0.6], [-1.3, 0.0, -1.5], [0.8, 0.1, 0.0], [0.0, -0.1, -0.1], [0.0, 0.1, 0.1], [0.0, -0.2, 0.0], [-0.1, -0.1, 0.1], [0.1, -0.2, -0.1], [0.2, 0.0, -0.1], [-0.3, -0.3, -0.1], [0.0, 0.0, 0.2], [-0.2, 0.4, -0.1], [-0.8, -0.8, -3.4], [-0.9, -1.2, -1.5], [-0.1, 0.1, -0.2], [-0.1, 0.5, 0.1], [0.6, 0.5, -0.1], [0.7, 0.0, 0.2], [-0.4, 0.4, -0.2], [-0.3, -0.1, -0.6], [0.0, 0.1, -0.4], [0.2, 0.2, -0.2], [-0.4, 0.4, 0.4], [0.0, 1.5, 1.9], [0.0, -1.0, 0.4], [0.4, 0.0, 1.1], [0.5, -1.8, 0.8], [0.2, -0.1, 0.1], [-0.7, 0.2, -2.0], [-0.7, 2.2, -0.4], [0.1, 0.0, -0.1], [0.1, -0.3, -0.3], [0.2, 0.1, 0.4], [0.0, 0.4, -0.1], [-0.1, -0.6, -0.1], [0.4, 0.6, -0.9], [0.0, 0.0, -0.3], [-0.1, -0.1, -0.1], [0.7, 0.7, -0.2], [0.4, -0.3, 1.1], [-0.2, -0.1, 0.4], [-0.4, -0.5, 0.1], [0.0, -0.1, 0.1], [-0.2, 0.0, 0.0], [0.3, -0.4, 1.9], [-1.6, -1.3, -4.6], [1.0, 1.7, 0.9], [0.1, 0.7, 0.5], [0.1, 0.2, 0.4], [0.2, 0.4, 0.2], [-0.1, -0.5, 0.2], [0.1, 0.1, 0.7], [-0.3, -0.4, 0.2], [0.0, 0.1, 0.2], [0.0, -0.1, 0.1], [0.1, 0.1, -0.1], [0.1, 0.4, -0.1]]}


no.,DFT total energy (eV)
1,-69347.55585
2,-54199.36161
3,-49320.36989